{"formula": "C27H50N4O7P", "method": "wB97M-V/def2-TZVPD", "charge": 1, "homo_lumo_gap_ha": 0.328, "homo_ev": -11.5, "symbols": ["P", "O", "O", "O", "O", "O", "O", "O", "N", "N", "N", "N", "C", "C", "C", "C", "C", "C", "C", "C", "C", "C", "C", "C", "C", "C", "C", "C", "C", "C", "C", "C", "C", "C", "C", "C", "C", "C", "C", "H", "H", "H", "H", "H", "H", "H", "H", "H", "H", "H", "H", "H", "H", "H", "H", "H", "H", "H", "H", "H", "H", "H", "H", "H", "H", "H", "H", "H", "H", "H", "H", "H", "H", "H", "H", "H", "H", "H", "H", "H", "H", "H", "H", "H", "H", "H", "H", "H", "H"], "xyz": [[-4.767, -0.691, 0.807], [-5.007, -2.232, 0.454], [-5.932, 0.004, 1.365], [0.488, 0.714, -0.342], [1.559, 5.412, 3.657], [3.090, 3.841, 4.110], [3.435, -2.706, -2.059], [-4.142, -0.010, -0.505], [2.372, -2.765, -1.189], [0.736, -1.631, 0.001], [2.331, -0.454, -1.309], [2.632, -4.556, 0.473], [3.533, 0.634, 0.692], [3.610, -0.046, -0.675], [-5.755, 1.739, -1.227], [-6.221, -3.352, -1.358], [1.967, -4.098, -0.732], [0.498, 0.196, -2.778], [3.908, -5.256, 0.237], [-0.196, -0.455, -0.056], [2.708, 5.068, 3.635], [-1.085, 0.667, -4.606], [-0.529, 1.214, -3.266], [3.551, 6.667, 1.984], [-1.731, 1.422, -2.333], [-0.897, -0.334, 1.302], [1.920, 1.892, -1.783], [-5.081, 0.392, -1.527], [1.303, 0.592, -1.504], [2.494, 2.941, -1.807], [-6.310, -2.610, -0.024], [-3.385, -0.694, 1.954], [1.805, -1.624, -0.828], [3.301, -0.303, 1.897], [-2.082, -1.331, 1.408], [2.950, 2.828, 3.100], [3.795, 5.891, 3.046], [2.358, 0.344, 2.933], [3.019, 1.462, 3.756], [-1.796, -2.127, 2.097], [-5.188, 2.255, -0.455], [-5.813, -0.386, -1.744], [0.163, -2.463, -0.103], [-2.283, -1.823, 0.451], [-6.778, 1.589, -0.892], [1.524, 0.795, 2.389], [-6.790, -3.268, 0.700], [-6.115, -4.426, -1.223], [1.973, -0.427, 3.603], [-1.409, -0.365, -4.448], [-3.739, -1.231, 2.834], [4.251, -0.445, 2.418], [3.878, -5.858, -0.670], [2.803, 1.442, 0.691], [2.585, 7.136, 1.824], [4.505, 1.115, 0.831], [1.264, 0.092, -3.550], [2.934, 3.912, -1.819], [-5.437, -2.943, -1.995], [-0.090, 2.185, -3.502], [2.939, -1.292, 1.607], [-1.440, 1.903, -1.399], [0.885, -4.180, -0.629], [-0.971, -0.706, -0.786], [-4.487, 0.507, -2.433], [-2.441, 2.096, -2.812], [-1.940, 1.260, -4.926], [-7.163, -3.196, -1.888], [-2.205, 0.461, -2.132], [2.836, -3.750, 1.055], [4.079, -5.946, 1.062], [4.770, -4.579, 0.200], [4.143, -3.243, -1.670], [-1.201, 0.694, 1.480], [4.038, 1.191, 4.037], [-0.167, -0.670, 2.037], [4.788, 5.887, 3.485], [4.188, 0.576, -1.355], [1.974, 2.964, 2.621], [2.450, 1.557, 4.684], [-6.978, -1.757, -0.136], [-5.755, 2.340, -2.136], [4.315, 6.872, 1.243], [3.725, 2.960, 2.337], [0.030, -0.788, -2.673], [2.246, -4.772, -1.542], [-3.229, 0.339, 2.261], [-0.322, 0.696, -5.383], [4.204, -0.954, -0.549]]}